9 unconnected molecules or ions with the total composition C50H117N7O20. Source: OMol25; level of theory: ωB97M-V with the def2-TZVPD basis set.

## Properties
**LUMO level**: -9.45 eV
**E_tot**: -105077.1008 eV
**Net charge**: +4
**Frontier orbital gap**: 1.579 eV

Geometry (Å):
H -13.16320 19.06125 0.85483
H -19.28679 15.29350 6.13611
O -17.57851 16.10998 1.13957
O -23.57645 24.04203 4.69756
H -26.21415 19.25140 -1.18678
H -20.39046 22.65853 4.19858
O -20.08665 22.97776 -1.36787
C -23.93285 23.45588 3.47929
O -19.39797 11.25210 -0.56863
C -20.80081 19.68000 7.66796
H -23.34224 16.58089 4.72124
N -22.57353 17.40829 3.06332
C -16.54479 26.34665 1.57722
H -20.54393 29.30229 -1.25464
C -23.21567 24.60763 -3.56925
C -17.90698 17.51138 1.24015
H -18.09823 19.61087 -2.89794
H -27.30231 21.91256 -1.01492
H -20.30812 19.49364 -2.71475
O -20.24299 20.31841 -5.46659
H -18.67297 15.97622 4.51908
H -26.18916 17.77764 1.40318
H -20.40773 17.15693 -4.42093
C -19.82172 26.49604 -0.52103
H -24.34648 15.24378 -1.99481
H -16.12393 22.88584 0.87671
H -20.11905 20.12637 8.39190
H -26.65847 15.42470 2.75342
O -15.53123 22.30009 -1.87332
H -22.45082 16.52968 1.21227
H -18.88164 17.70593 0.79260
O -20.64912 15.72441 4.70796
H -21.02526 17.11858 6.19926
O -17.39331 28.55526 2.30096
H -19.55361 30.02312 -2.53335
H -20.14711 27.32347 0.10952
H -21.61886 19.17645 8.18305
O -25.60746 16.85763 -1.77086
H -21.85354 18.06278 2.79250
H -22.20296 24.60649 -3.97235
O -23.37569 24.82479 -2.14012
O -25.77189 21.28881 -2.24019
H -23.46715 17.80000 2.80233
C -21.27680 20.11574 0.41157
H -15.64039 22.47222 2.90250
H -23.47771 14.37967 1.70213
H -21.74604 26.75805 -2.73780
H -18.94452 25.89667 -2.30722
H -25.24998 23.75555 5.77878
H -27.35360 17.03149 -0.72719
C -22.53822 17.30923 4.61560
H -17.47300 20.85776 0.42555
H -16.88827 12.30317 -0.71359
H -23.86164 16.49073 -0.82224
H -21.65645 18.40463 -2.84706
O -20.54750 19.14798 2.56025
C -24.72242 21.20712 -1.24373
C -20.39464 20.11058 1.74174
H -19.62330 15.66525 0.69950
H -21.12730 22.16981 -5.20846
C -19.39299 15.35616 5.05311
C -19.58841 21.31953 1.94702
H -23.88749 26.28628 -0.67340
H -13.72566 20.81125 2.42924
H -19.83551 17.05465 -2.88673
H -24.20238 26.84926 -2.29411
O -21.35436 20.71937 6.83911
O -18.94640 23.44703 1.35712
O -22.12633 19.21824 0.29534
C -18.75896 11.83905 -1.71390
H -25.79306 14.24580 3.71952
H -24.74740 22.74815 3.63331
C -20.84529 18.85687 -3.41766
H -20.05407 20.39055 5.20825
H -19.43792 22.26039 -5.57866
H -19.58062 12.40332 -2.15503
N -18.03617 14.04844 -0.70169
H -14.80153 22.05771 0.60119
O -14.96520 19.34184 1.82314
C -19.62834 29.18939 -1.83519
C -18.47085 13.88721 0.76267
H -24.67671 17.93618 0.51240
H -26.32309 15.88673 0.07886
H -24.49114 25.21409 6.08105
H -17.31383 21.33741 -2.18359
H -23.22026 14.47654 3.39679
C -18.99056 26.82926 -1.74484
N -22.21061 21.58491 4.08296
H -17.60749 10.20596 -0.17768
C -21.13101 16.97971 5.12333
H -14.14376 17.65014 1.08887
H -18.93413 29.43356 -1.03113
C -21.16319 21.25876 -0.53096
H -16.76423 18.95116 -3.61939
C -21.25463 19.60894 -4.79186
H -17.36528 22.73534 -1.08804
C -16.38727 27.84490 1.98184
C -22.17659 26.73640 -1.73667
H -23.86372 20.69070 -1.67275
H -19.02989 9.26800 -0.44688
C -26.69505 22.23645 -1.86017
H -19.78765 21.65011 -4.00670
C -15.77959 21.51991 2.39079
H -17.32408 18.22531 0.65824
C -25.76206 17.92987 0.41197
H -24.22202 24.19474 2.73192
H -19.02653 21.34494 2.86900
H -23.01213 21.90157 2.16176
H -26.36471 23.25516 -1.65721
H -19.50133 21.62050 6.37559
C -20.17312 21.67551 -5.02595
H -21.68497 22.96635 5.43669
O -24.71223 15.69662 2.65817
H -25.78254 21.17689 0.76547
H -18.81706 14.51160 -1.14416
C -19.58904 22.35925 1.00689
H -25.88982 14.14462 1.93903
C -26.30928 16.79579 -0.52240
N -19.91399 17.65570 -3.69461
C -23.54920 26.20429 -1.70633
C -15.58394 23.02293 -3.10333
H -20.37763 17.66034 4.72679
H -21.99370 20.66171 3.73544
C -21.10343 22.21938 4.89636
N -15.74904 21.94972 0.93384
H -21.56687 21.01519 -1.50262
C -20.36911 21.19836 5.86877
H -20.89897 25.00903 -1.28974
H -17.79443 17.94593 2.23342
H -15.95642 24.02604 -2.89561
H -22.00650 23.27450 2.57042
H -23.71318 16.90976 -2.51577
H -18.12295 16.91607 -4.51403
C -18.67941 10.18886 0.01925
H -13.28918 18.22774 2.43695
C -24.29230 16.31634 -1.80826
H -22.10261 20.24332 -4.53379
C -20.30300 22.27849 -0.32077
H -24.44240 20.15694 0.70016
H -14.58008 23.17529 -3.49975
H -14.71068 20.07926 3.77241
H -22.76163 18.32472 4.94265
C -16.77146 21.87948 -1.40893
C -17.69456 18.63042 -3.15064
H -23.58663 23.59667 -3.73796
H -16.90287 26.12421 0.57202
H -25.39411 25.08285 4.55887
O -15.27385 28.35351 1.74403
C -25.75686 14.81322 2.78956
H -16.79239 21.36065 2.76089
C -22.72762 22.56586 2.97777
H -18.60046 18.52546 -5.09635
C -25.25026 20.52833 0.06966
H -24.26210 22.17354 -1.03820
H -21.62476 25.58460 0.04976
H -17.11540 15.88309 -2.77154
C -23.46713 15.08907 2.52963
H -15.81028 17.09050 -2.89179
H -21.53599 18.83553 -5.50655
H -19.09389 14.34361 4.78220
H -18.55143 10.96319 -2.32863
C -17.57702 12.77338 -1.41546
H -16.17002 16.36602 -1.36247
H -19.10701 15.32586 2.37624
C -14.69852 20.43097 2.74078
H -19.26400 25.79452 0.09939
H -17.96385 27.10318 -1.50209
C -13.83784 18.58207 1.56429
C -18.80824 15.30667 1.32816
H -15.91617 20.23819 -0.21088
H -22.01779 27.72653 -1.30946
C -18.48677 17.89823 -4.21218
C -24.73402 24.55525 5.24737
H -17.65264 13.39350 1.28696
H -21.35458 15.93599 2.62078
H -23.87783 25.26562 -4.13199
C -22.34981 16.13487 2.22322
H -18.81842 10.20717 1.10019
C -16.63579 16.72881 -2.27874
H -23.05682 21.36312 4.58777
C -16.55274 21.11583 -0.09848
H -20.21398 18.91738 7.15595
H -27.38681 22.33746 -2.69644
N -21.23318 25.85065 -0.84243
H -17.26319 14.69847 -0.70998
O -17.38120 17.88488 -1.95745
H -15.61071 25.81116 1.74709
H -19.36151 13.26443 0.67914
O -19.45707 27.91306 -2.57010
H -17.12391 13.01658 -2.37652
N -26.14717 19.27780 -0.17936
H -16.15665 22.60272 -3.93007
H -17.31738 25.78802 2.10555
H -27.06021 19.47839 0.20305

Mulliken population analysis, charges in e, atoms 1 to 8: H 0.37; H 0.35; O -0.39; O -0.31; H 0.57; H 0.28; O -1.32; C -0.93